C3HLuO2 | ωB97M-V/def2-TZVPD

Structure (XYZ):
```
7
Properties=species:S:1:pos:R:3:mulliken_charge:R:1
C 0.20 -0.25 -0.23 0.646
O -0.26 -1.36 -0.13 -0.429
O -0.75 0.80 -0.13 -0.281
C -2.02 0.46 0.04 0.296
C -2.77 -0.51 0.12 0.083
H -3.52 -1.25 -0.10 0.413
Lu 2.59 0.46 -0.18 1.271
```

As for the total charge: +2. The maximum force comes out at 5.239 eV/Å. As for the HOMO-LUMO gap (spin up / spin down): 8.5 / 4.8 eV. As for the total energy: -40815.555 eV. The calculation puts the LUMO energy (spin up / spin down) at -10.8 / -12.4 eV.